[1]
C3H5NO2 | ωB97M-V/def2-TZVPD

Cartesian coordinates (Å):
1 N -1.3757 0.5498 0.9924
2 C -0.9497 -0.4273 0.1556
3 O -1.6752 -1.1770 -0.4699
4 C 0.5546 -0.5445 0.0845
5 C 1.2852 0.1088 -0.9933
6 O 1.3050 0.6360 0.3315
7 H -0.7065 1.1880 1.3953
8 H -2.3608 0.7562 1.0459
9 H 0.9609 -1.4583 0.5197
10 H 2.2264 -0.3213 -1.3289
11 H 0.7360 0.6896 -1.7328

Spin multiplicity: 1
Gap between HOMO and LUMO: 10.92 eV
Energy above the lowest of the compared OMol25 structures with the same formula, charge and spin: 1.3558 eV

[2]
C9H14O | ωB97M-V/def2-TZVPD

Cartesian coordinates (Å):
1 C 2.1079 -2.4458 0.9398
2 C 1.4511 -1.1957 0.4144
3 C 1.1983 -1.0310 -0.9407
4 C 0.7519 0.1729 -1.4677
5 C 0.6780 1.2978 -0.6529
6 O 0.3615 2.5535 -1.1052
7 C 0.8903 1.1714 0.7145
8 C 1.2691 -0.0678 1.2080
9 H 1.9087 -2.6275 1.9888
10 H 3.1637 -2.4939 0.6656
11 H 1.7115 -3.2595 0.3295
12 H 1.5323 -1.7928 -1.6288
13 H 0.4132 0.3112 -2.4882
14 H 0.6280 2.6269 -2.0335
15 H 0.7077 1.9416 1.4481
16 H 1.6169 -0.1090 2.2333
17 C -2.5367 0.2565 -0.6665
18 C -2.5297 0.8994 0.7132
19 H -3.3446 -0.4665 -0.7270
20 H -2.6057 1.0860 -1.3717
21 H -1.5705 -0.1789 -0.8800
22 H -3.3844 1.5480 0.7751
23 H -2.7585 0.2940 1.5947
24 H -1.6601 1.5091 0.9369

Spin multiplicity: 1
Gap between HOMO and LUMO: 9.36 eV
Energy above the lowest of the compared OMol25 structures with the same formula, charge and spin: 0.6537 eV

In the order shown, the computed lowest unoccupied orbital energy values come out to 1.0; 0.9 eV.